i) The following is a DFT calculation (the ωB97M-V functional and the def2-TZVPD basis) of a gas-phase ion, C5H10NO (charge +1).

CARTESIAN COORDINATES (ANGSTROEM)
1 H 0.9604 2.6106 1.3479
2 C -2.3932 -0.1872 -0.0157
3 H 2.3816 -1.4797 -1.8498
4 C 2.2343 -1.3584 -0.7609
5 C -1.1510 -1.0667 0.2560
6 H 2.6600 -1.9623 -0.0483
7 H -2.3641 -0.0182 -1.0432
8 H -0.9649 -1.1294 1.3277
9 N 1.2543 -0.6210 -0.4692
10 H 0.7158 2.6651 -0.3323
11 H -1.0591 -1.9549 -0.4909
12 H -3.3443 -0.7177 0.2399
13 H 2.0663 1.5647 0.2338
14 O 0.0211 1.0313 0.4041
15 C 1.0263 2.0285 0.4673
16 C 0.1943 -0.1339 0.0617
17 H -2.2378 0.7293 0.6720

Properties
highest occupied orbital energy = -15.630 eV
total charge = +1
frontier orbital gap = 0.403 Eh
SMILES string = C=[N+]=C(CC)OC
molar mass = 100.1 g/mol

Atomic partial charges in e from the Mulliken method, atoms 1 to 5: 0.259, -1.005, 0.274, -0.241, -0.355

***

ii) The following is a DFT calculation (the ωB97M-V functional and the def2-TZVPD basis) of 2 unconnected molecules or ions with the total composition C5H10NO.

CARTESIAN COORDINATES (ANGSTROEM)
1 C -0.5848 -0.2205 -1.6104
2 H -2.8068 -0.3033 -1.7661
3 C 0.3770 0.1023 1.8459
4 N 1.4184 1.3145 0.0832
5 H 2.0157 1.1596 -0.7230
6 C -1.9729 -0.3142 -1.0552
7 H 1.8709 1.9518 0.7299
8 H 0.1537 -0.9461 1.9411
9 O -2.2229 -0.2610 0.1192
10 H -0.3023 -0.6004 -2.5898
11 C 0.4980 -0.7754 -0.5716
12 H 1.0400 0.4337 2.6336
13 H 1.2935 -0.9323 -1.3033
14 H -0.5477 0.8734 -1.6955
15 H 0.0922 -1.6624 -0.1113
16 C 0.6884 0.2760 0.4687
17 H -1.0103 -0.0956 3.6046

Properties
highest occupied orbital energy = -13.694 eV
total charge = +1
frontier orbital gap = 0.238 Eh
molar mass = 100.1 g/mol

Atomic partial charges in e from the Mulliken method, atoms 1 to 5: -0.456, 0.386, -1.061, -0.309, 0.268

***

iii) The following is a DFT calculation (the ωB97M-V functional and the def2-TZVPD basis) of a gas-phase ion, C5H10NO (charge +1).

CARTESIAN COORDINATES (ANGSTROEM)
1 O 1.5313 0.1173 -1.6659
2 C -1.1616 -1.1360 1.3761
3 H 0.0542 2.7264 -0.4950
4 H -1.1386 -1.5557 2.3588
5 H 0.9459 2.1034 0.8090
6 H -1.0405 0.6407 -0.7080
7 H 0.6763 -0.1432 1.6130
8 H -0.9661 -2.8283 0.0477
9 N 0.6298 1.9678 -0.1584
10 C -0.1683 0.6412 -0.1171
11 H 0.4677 -1.4438 -0.8647
12 H 1.4809 1.8078 -0.8765
13 C 0.6604 -0.3422 -0.9485
14 C -0.2663 0.0987 1.2568
15 C -1.4335 -1.8472 0.2974
16 H -0.8680 0.8910 1.8872
17 H -2.0550 -1.3986 -0.5241

Properties
highest occupied orbital energy = -12.499 eV
total charge = +1
frontier orbital gap = 0.318 Eh
SMILES string = C=CC[C@@H]([NH3+])C=O
molar mass = 100.1 g/mol

Atomic partial charges in e from the Mulliken method, atoms 1 to 5: -0.514, -0.257, 0.352, 0.399, 0.388

***

Relative energies in hartree: i) 0.0000; ii) 0.1262; iii) 0.0439

***

i) The following is a DFT calculation (the ωB97M-V functional and the def2-TZVPD basis) of a gas-phase ion, C5H10NO (charge +1).

CARTESIAN COORDINATES (ANGSTROEM)
1 H -2.2064 0.7833 -0.7009
2 C -0.4932 1.0651 0.4407
3 H -0.5070 1.9478 -0.1162
4 C 0.5366 -1.1513 -0.3041
5 H -1.4851 -1.6082 -1.3975
6 H 1.2022 -1.7564 -0.9289
7 H -0.3658 1.9242 2.0659
8 O -1.0100 1.2621 1.6803
9 H 0.2161 -2.0584 0.3674
10 H 3.0142 0.0868 0.4916
11 H -1.9344 -0.2310 0.5087
12 H 2.1370 1.5267 1.2464
13 H -0.3349 -0.2912 -2.1104
14 C 0.9629 0.1162 0.3656
15 N -1.5370 0.1700 -0.2755
16 C 2.0802 0.6242 0.7608
17 C -0.7219 -0.7755 -1.0978

Properties
highest occupied orbital energy = -14.255 eV
total charge = +1
frontier orbital gap = 0.407 Eh
SMILES string = C=C1CC[NH2+][C@H]1O
molar mass = 100.1 g/mol

Atomic partial charges in e from the Mulliken method, atoms 1 to 5: 0.319, -0.456, 0.465, -0.603, 0.368

***

ii) The following is a DFT calculation (the ωB97M-V functional and the def2-TZVPD basis) of 2 unconnected molecules or ions with the total composition C5H10NO.

CARTESIAN COORDINATES (ANGSTROEM)
1 N -0.6824 0.0501 0.7874
2 H 1.7735 -0.3260 -0.3962
3 C -0.0988 -1.1081 0.3174
4 H -0.4358 -3.0803 -0.4573
5 C -0.9715 -2.4114 0.0654
6 H -1.3774 2.1319 1.5627
7 H 0.3211 -0.0880 -1.6002
8 O -1.6395 0.0655 1.5329
9 H -1.9313 -2.2289 -0.5818
10 C 0.8587 -0.7055 -0.7886
11 H 1.0456 -1.6233 -1.3237
12 H 0.4975 3.9563 -0.5404
13 H -0.8949 4.4870 0.3936
14 C -0.5518 2.4818 0.8814
15 C -0.1974 3.5397 0.2234
16 H 0.5681 -1.4898 1.1044
17 H -1.2448 -2.7617 1.1522

Properties
highest occupied orbital energy (alpha / beta) = -14.589 / -14.592 eV
total charge = +1
frontier orbital gap (alpha / beta) = 0.290 / 0.290 Eh
molar mass = 100.1 g/mol

Atomic partial charges in e from the Mulliken method, atoms 1 to 5: 0.271, 0.369, 0.451, 0.469, -1.200

***

Relative energies in hartree: i) 0.0000; ii) 0.2032

***

i) The following is a DFT calculation (the ωB97M-V functional and the def2-TZVPD basis) of a gas-phase ion, C5H10NO (charge +1).

CARTESIAN COORDINATES (ANGSTROEM)
1 H -1.3407 1.1665 -1.0293
2 H -0.1788 2.4691 0.8177
3 C 0.1884 -1.9694 0.9927
4 C 0.4471 0.3278 -0.2684
5 N -0.3465 1.3177 -1.0879
6 C -0.4520 -0.6344 0.4187
7 C -0.6849 -1.9973 -0.3055
8 O 1.3758 2.9825 -0.4782
9 H -1.6253 -2.4502 -0.1548
10 H 1.1921 -2.0403 1.0284
11 H -0.2427 -2.2070 2.0140
12 C 0.3711 2.2036 0.0019
13 H 0.0762 1.7879 -1.9267
14 H -1.2310 -0.0242 1.0032
15 H 1.9428 3.6203 0.0519
16 H 1.4517 0.1284 -0.5457
17 H -0.2083 -2.3664 -1.1883

Properties
highest occupied orbital energy = -13.451 eV
total charge = +1
frontier orbital gap = 0.380 Eh
SMILES string = O[C@H]1[NH2+][C@@H]1C1CC1
molar mass = 100.1 g/mol

Atomic partial charges in e from the Mulliken method, atoms 1 to 5: 0.323, 0.470, -0.671, -0.394, -0.203

***

ii) The following is a DFT calculation (the ωB97M-V functional and the def2-TZVPD basis) of a gas-phase ion, C5H10NO (charge +1).

CARTESIAN COORDINATES (ANGSTROEM)
1 H -1.4170 -2.7166 -0.6044
2 N -0.2841 -1.0060 0.0235
3 H 2.4718 0.5325 0.5077
4 C 1.8027 0.3031 -0.3494
5 H -0.7932 -0.4931 2.0057
6 H -1.1421 -1.4051 -1.6650
7 C -0.5644 1.4618 -0.1672
8 H -0.4159 2.2744 0.5847
9 H -0.3041 1.8525 -1.0836
10 O -1.7559 0.8489 0.0360
11 C 0.4099 0.3608 0.1770
12 H 0.9676 -1.2235 1.6873
13 C 0.1203 -0.5925 1.3580
14 H -2.4531 1.3970 -0.1648
15 H 2.1686 0.9257 -1.2039
16 H 2.1810 -0.7449 -0.4407
17 C -0.9922 -1.7750 -0.7008

Properties
highest occupied orbital energy = -15.154 eV
total charge = +1
frontier orbital gap = 0.395 Eh
SMILES string = C=[N+]1C[C@]1(C)CO
molar mass = 100.1 g/mol

Atomic partial charges in e from the Mulliken method, atoms 1 to 5: 0.310, -0.075, 0.360, -1.408, 0.293

***

iii) The following is a DFT calculation (the ωB97M-V functional and the def2-TZVPD basis) of 2 unconnected molecules or ions with the total composition C5H10NO.

CARTESIAN COORDINATES (ANGSTROEM)
1 H 0.5786 0.3048 -2.0327
2 H 1.1184 -1.3460 1.2446
3 H -0.9742 -1.6426 -1.3471
4 C 0.5788 0.3564 0.1673
5 C -1.5010 1.7050 0.1086
6 C 1.1562 -0.2360 1.4989
7 H -1.9858 2.6503 0.3552
8 C 1.3685 0.3016 -1.1479
9 H -0.6775 -1.7631 0.5909
10 H 2.1293 -0.6004 -1.3259
11 H 0.4720 0.0333 2.2884
12 H -2.7812 -0.3307 -0.6644
13 C -1.1457 -1.3566 -0.3159
14 O -2.2336 -0.6930 0.0262
15 H 2.2942 0.1268 1.5975
16 H 1.9331 1.1620 -1.1976
17 N -0.3301 1.3282 0.1540

Properties
highest occupied orbital energy (alpha / beta) = -12.897 / -12.894 eV
total charge = +1
frontier orbital gap (alpha / beta) = 0.283 / 0.283 Eh
molar mass = 100.1 g/mol

Atomic partial charges in e from the Mulliken method, atoms 1 to 5: 0.327, 0.299, 0.371, 0.353, -0.102

***

Relative energies in hartree: i) 0.0485; ii) 0.0000; iii) 0.0668

***

i) The following is a DFT calculation (the ωB97M-V functional and the def2-TZVPD basis) of a molecular structure, C5H10NO.

CARTESIAN COORDINATES (ANGSTROEM)
1 H 1.7195 1.2017 1.3047
2 H 0.7281 1.8526 -1.5858
3 H 0.3617 2.0679 0.8850
4 C 0.9488 -1.0922 0.2410
5 H 0.3906 -1.7400 -0.3453
6 C -1.5316 0.2145 -0.1137
7 H -2.9785 -1.0182 -0.4625
8 O -1.8394 1.3484 -0.1557
9 H 2.3361 1.1351 -1.1765
10 C 0.5084 0.2272 -0.2274
11 N 0.9616 1.3726 0.5443
12 H -1.3612 -1.7849 -0.4587
13 H -2.2252 -1.3218 1.0153
14 C -2.0345 -1.1458 0.0019
15 H 0.6609 -1.2664 1.3617
16 H 2.0116 -1.2619 0.0933
17 C 1.3431 1.2112 -0.9215

Properties
highest occupied orbital energy = -13.514 eV
total charge = +1
frontier orbital gap = 0.382 Eh
molar mass = 100.1 g/mol

Atomic partial charges in e from the Mulliken method, atoms 1 to 5: 0.326, 0.253, 0.256, -1.550, 0.356

***

ii) The following is a DFT calculation (the ωB97M-V functional and the def2-TZVPD basis) of a gas-phase ion, C5H10NO (charge +1).

CARTESIAN COORDINATES (ANGSTROEM)
1 H -0.5715 1.4562 -0.4054
2 H -2.5536 1.4738 -1.7411
3 H 1.3166 -1.7605 0.0359
4 H 1.0996 0.0239 -1.4400
5 H -0.4440 -1.8003 0.4259
6 H 1.0470 -1.0449 2.3016
7 H -2.3690 -0.2984 -1.9814
8 C 0.1751 -0.3958 -1.0203
9 C -1.9678 0.5937 -1.5109
10 H 0.0384 -1.0596 -1.8826
11 N -0.8559 0.6078 -0.9009
12 C 0.4238 -1.1838 0.2736
13 H 2.0476 1.2237 2.2869
14 O 1.0257 1.7117 0.5909
15 H -0.3824 -0.1407 1.9161
16 C 1.3357 0.9622 1.4968
17 C 0.6347 -0.3690 1.5548

Properties
highest occupied orbital energy = -14.239 eV
total charge = +1
frontier orbital gap = 0.338 Eh
SMILES string = C=[NH+]CCCC=O
molar mass = 100.1 g/mol

Atomic partial charges in e from the Mulliken method, atoms 1 to 5: 0.309, 0.281, 0.331, 0.356, 0.280

***

Relative energies in hartree: i) 0.0705; ii) 0.0000